## w
Molecular formula: C2H6N2S
Method: DFT, ωB97M-V/def2-TZVPD

The geometry in XYZ format:
```
11
Properties=species:S:1:pos:R:3:mulliken_charge:R:1
C -0.8055 -0.0532 0.4259 -0.349
C -2.2691 0.1961 0.1390 -0.607
N 2.5857 -0.4584 -0.2385 -0.417
N 1.6520 0.1663 0.5781 -0.321
S 0.2863 1.0415 -0.2084 0.104
H -2.3984 1.2834 -0.2543 0.211
H -2.2827 -0.5342 -0.7743 0.208
H -3.1897 -0.0711 0.7866 0.274
H 2.3572 -1.3829 -0.7082 0.219
H 1.0939 -0.4651 1.1392 0.435
H 2.9705 0.2776 -0.8851 0.243
```

## Properties
Charge: 0
HOMO level in eV: -8.09
M in g mol⁻¹: 90.151
Multiplicity: 1
LUMO level in eV: 0.22

## x
Molecular formula: C2H6N2S
Method: DFT, ωB97M-V/def2-TZVPD

The geometry in XYZ format:
```
11
Properties=species:S:1:pos:R:3:mulliken_charge:R:1
C -1.2113 -0.5504 -0.0058 -1.358
C -0.0444 0.2457 -0.3015 0.801
H -1.3386 -1.4479 -0.6022 0.421
H -2.1352 -0.0348 -0.2132 0.327
H -1.2973 -1.0845 0.9614 0.329
H -0.6012 2.0741 -0.0978 0.202
H 0.6733 -1.4775 0.3902 0.314
H 2.1910 1.6284 0.4934 0.140
N 0.1179 1.4065 -0.1583 -0.572
N 1.0810 -0.6769 -0.3813 -0.365
S 2.5649 -0.0827 -0.0850 -0.240
```

## Properties
Charge: 0
HOMO level in eV: -8.17
M in g mol⁻¹: 90.151
Multiplicity: 1
LUMO level in eV: 0.62

Energies relative to the most stable structure, in hartree: w 0.0437; x 0.0000.

## w
Molecular formula: C3H4N4S
Method: DFT, ωB97M-V/def2-TZVPD

The geometry in XYZ format:
```
12
Properties=species:S:1:pos:R:3:mulliken_charge:R:1
H 0.7609 0.5120 2.4648 0.273
N 1.0683 1.3367 1.8310 -0.646
C 0.7261 0.8831 0.6846 0.458
C 1.1082 1.5567 -0.5670 -0.076
N 0.6728 0.9585 -1.6659 -0.502
C 0.1164 -0.2908 -1.2504 0.458
N -0.3727 -1.3268 -1.7924 -0.600
H -0.3264 -1.2307 -2.8973 0.301
N -0.0170 -0.2754 0.3004 -0.177
S -1.3778 -1.0851 1.0829 -0.186
H 1.7560 2.3771 -0.7062 0.449
H -1.3088 -2.0428 -0.1027 0.248
```

## Properties
Charge: 0
HOMO level in eV: -8.72
SMILES: [H]/N=C1C=N/C(=N\[H])N/1S
M in g mol⁻¹: 128.160
Multiplicity: 1
LUMO level in eV: -1.01

## x
Molecular formula: C3H4N4S
Method: DFT, ωB97M-V/def2-TZVPD

The geometry in XYZ format:
```
12
Properties=species:S:1:pos:R:3:mulliken_charge:R:1
S 2.7241 0.2807 -0.0634 -0.129
N 1.2920 -0.7392 -0.0217 -0.511
C 0.0392 -0.3298 0.2673 0.530
N -0.3356 1.0989 0.1446 -0.404
C -1.6483 1.4288 -0.0547 0.060
C -2.5685 0.3123 -0.0658 -0.153
N -2.2956 -1.0123 -0.1189 -0.659
N -0.9412 -1.2459 0.0558 0.142
H 3.5387 -0.6678 -0.0545 0.122
H -1.9059 2.5394 -0.1544 0.334
H -3.5915 0.7168 0.0030 0.337
H -0.5994 -2.2582 -0.0796 0.329
```

## Properties
Charge: 0
HOMO level in eV: -7.77
SMILES: S/N=c1\nccn[nH]1
M in g mol⁻¹: 128.160
Multiplicity: 1
LUMO level in eV: -0.84

## y
Molecular formula: C3H4N4S
Method: DFT, ωB97M-V/def2-TZVPD

The geometry in XYZ format:
```
12
Properties=species:S:1:pos:R:3:mulliken_charge:R:1
S -3.0607 0.3284 0.0106 -0.193
N -1.7559 -0.8040 -0.2228 -0.515
C -0.5845 -0.2665 -0.0945 0.573
N -0.2425 1.1110 -0.1780 -0.462
C 1.0850 1.3681 -0.0371 -0.003
C 1.9840 0.3241 -0.0402 -0.163
N 1.5873 -0.9008 -0.0226 -0.766
N 0.4044 -1.2070 -0.0505 0.336
H -4.1221 -0.6811 0.1211 0.162
H 1.3144 2.4302 0.1363 0.382
H 3.1311 0.5621 0.0982 0.277
H 0.2593 -2.2647 0.2795 0.372
```

## Properties
Charge: 0
HOMO level in eV: -7.70
SMILES: S/N=c1\nccn[nH]1
M in g mol⁻¹: 128.160
Multiplicity: 1
LUMO level in eV: -0.49

Energies relative to the most stable structure, in hartree: w 0.0000; x 0.0383; y 0.0218.

## w
Molecular formula: C3H7N
Method: DFT, ωB97M-V/def2-TZVPD

The geometry in XYZ format:
```
11
Properties=species:S:1:pos:R:3:mulliken_charge:R:1
C -0.5630 0.8248 0.2460 -0.654
C 0.5795 0.4971 -0.6532 -0.422
C -0.2784 -1.7762 -0.1223 -0.512
N -0.4105 -0.5276 -0.4643 -0.163
H -1.3655 1.4606 -0.0995 0.197
H -0.3355 0.8398 1.3219 0.361
H -1.1110 -2.2848 0.3445 0.298
H 0.6448 -2.3039 -0.3313 0.278
H 1.5498 0.3606 -0.1752 0.323
H 0.6011 0.9459 -1.6398 0.216
H 0.6886 1.9637 1.5731 0.077
```

## Properties
Charge: 0
HOMO level (alpha / beta) in eV: -6.39 / -9.14
M in g mol⁻¹: 57.096
Multiplicity: 1
LUMO level (alpha / beta) in eV: -0.46 / 0.91

## x
Molecular formula: C3H7N
Method: DFT, ωB97M-V/def2-TZVPD

The geometry in XYZ format:
```
11
Properties=species:S:1:pos:R:3:mulliken_charge:R:1
C 0.9756 -0.9520 0.9914 -0.966
C 0.2363 0.1576 0.3810 -0.386
C -0.3978 0.1363 -0.8191 0.009
N -1.3151 1.1434 -1.0936 -0.523
H 1.5746 -1.5830 0.2959 0.296
H 0.4477 -1.5086 1.7604 0.232
H 1.9521 -0.6251 1.4009 0.287
H 0.1592 1.1583 0.8369 0.308
H 0.0953 -0.4093 -1.6492 0.288
H -1.9724 0.9708 -1.8363 0.229
H -1.7556 1.5115 -0.2682 0.226
```

## Properties
Charge: 0
HOMO level in eV: -7.67
SMILES: C/C=C/N
M in g mol⁻¹: 57.096
Multiplicity: 1
LUMO level in eV: 1.28

Energies relative to the most stable structure, in hartree: w 0.1761; x 0.0000.

## w
Molecular formula: C7H28N14O7
Method: DFT, ωB97M-V/def2-TZVPD

The geometry in XYZ format:
```
56
Properties=species:S:1:pos:R:3:mulliken_charge:R:1
N 2.2071 -1.2365 5.1300 -0.381
C 2.4326 -1.9656 6.2493 0.633
N 2.1704 -1.2983 7.4138 -0.402
O 2.7661 -3.1370 6.2552 -0.621
H 2.3028 -1.4691 4.1558 0.151
H 1.9214 -0.2730 5.2086 0.213
H 2.3596 -1.8057 8.2575 0.216
H 1.6544 -0.4401 7.4579 0.182
N 1.9403 -1.7239 -5.9001 -0.471
C 1.3366 -0.9123 -4.9851 0.621
N 1.7964 -0.9718 -3.7098 -0.325
O 0.4488 -0.1311 -5.3255 -0.764
H 2.8651 -2.0940 -5.7876 0.191
H 1.5610 -1.6000 -6.8226 0.259
H 2.4249 -1.7172 -3.4694 0.190
H 1.3085 -0.4911 -2.9745 0.200
N 1.1896 0.7355 -0.3267 -0.245
C 0.0890 0.3155 0.3514 0.498
N 0.3372 -0.0291 1.6373 -0.325
O -1.0578 0.4559 -0.0766 -0.671
H 2.0738 0.7461 0.1459 0.109
H 1.0476 1.3642 -1.0996 0.198
H 1.2736 0.0495 2.0333 0.300
H -0.4852 -0.1674 2.1942 0.215
N -3.6959 1.8301 -0.7739 -0.255
C -4.8600 2.4175 -1.2032 0.455
N -5.9434 1.5768 -1.1943 -0.345
O -4.9421 3.5810 -1.5524 -0.643
H -3.7223 0.8410 -0.5958 0.317
H -2.8421 2.2592 -1.1203 0.172
H -6.8573 1.8329 -1.5070 0.187
H -5.8142 0.7314 -0.6679 0.141
N 4.6264 0.4374 4.1721 -0.342
C 4.0323 0.5794 2.9579 0.679
N 4.7599 1.2914 2.0592 -0.388
O 2.9286 0.1106 2.6674 -0.735
H 4.2073 -0.0672 4.9322 0.178
H 5.4877 0.9370 4.2999 0.139
H 5.6443 1.6572 2.3555 0.157
H 4.3506 1.3940 1.1524 0.194
N -1.0482 0.9514 -2.8231 -0.085
C -1.0043 2.2728 -3.1469 0.696
N -0.3857 2.4851 -4.3441 -0.310
O -1.5543 3.1646 -2.5088 -0.698
H -0.6232 0.2721 -3.4315 0.081
H -1.2865 0.6701 -1.8772 0.024
H 0.0234 1.7019 -4.8360 0.266
H -0.3422 3.3927 -4.7647 0.190
N -3.9444 -3.2821 -0.8953 -0.469
C -2.9877 -2.2861 -0.8945 0.508
N -3.1187 -1.4150 0.1578 -0.311
O -2.0574 -2.2997 -1.6725 -0.604
H -4.7555 -3.2578 -0.3036 0.180
H -4.0639 -3.6782 -1.8132 0.260
H -3.8506 -1.5115 0.8361 0.175
H -2.3243 -0.7934 0.3230 0.212
```

## Properties
Charge: 0
HOMO level in eV: -8.61
SMILES: NC(N)=O.NC(N)=O.NC(N)=O.NC(N)=O.NC(N)=O.NC(N)=O.NC(N)=O
M in g mol⁻¹: 420.392
Multiplicity: 1
LUMO level in eV: -0.09

## x
Molecular formula: C7H28N14O7
Method: DFT, ωB97M-V/def2-TZVPD

The geometry in XYZ format:
```
56
Properties=species:S:1:pos:R:3:mulliken_charge:R:1
N -1.0728 -0.9743 0.4314 -0.153
C -0.2476 -0.3141 1.2188 0.735
N -0.5914 0.9874 1.0769 -0.269
O 0.6385 -0.7802 1.9119 -0.815
H -1.8494 -0.5997 -0.0946 0.102
H -0.9874 -1.9801 0.3947 0.181
H -0.2954 1.7888 1.6156 0.194
H -1.1082 1.2272 0.2429 0.044
N 3.0547 2.4132 0.1631 -0.328
C 2.6936 3.5173 -0.4416 0.749
N 3.3343 3.5846 -1.6202 -0.437
O 1.9627 4.2493 0.0132 -0.618
H 3.7476 1.7896 -0.2257 0.128
H 2.5703 2.3223 1.0447 0.087
H 3.9452 2.8213 -1.8737 0.169
H 3.5844 4.5239 -1.8946 0.232
N 3.5176 -1.5146 2.5839 -0.304
C 3.8340 -0.3198 3.0530 0.541
N 2.8001 0.2755 3.4169 -0.234
O 4.9587 0.0539 3.2384 -0.732
H 2.5588 -1.8130 2.4756 0.250
H 4.2661 -2.1778 2.4423 0.173
H 1.9540 -0.2753 3.3891 0.254
H 3.0591 1.0331 4.0325 0.211
N -0.3606 4.7932 -1.9081 -0.312
C -1.5696 4.4433 -1.4781 0.624
N -2.5062 5.1068 -2.1169 -0.432
O -1.7641 3.7112 -0.5706 -0.606
H 0.4857 4.6312 -1.3811 0.186
H -0.1942 5.5096 -2.6002 0.155
H -3.4297 5.1792 -1.7144 0.232
H -2.2725 5.7766 -2.8358 0.152
N 0.6297 -3.4648 2.2393 -0.183
C 0.6663 -3.8274 3.4491 0.763
N 1.1916 -5.0182 3.5678 -0.535
O 0.4582 -3.0401 4.3898 -0.697
H 0.3461 -2.5289 1.9869 0.018
H 1.0447 -3.9949 1.4864 0.115
H 1.7556 -5.3181 2.7855 0.206
H 1.3533 -5.0915 4.5620 0.280
N -4.7038 0.0484 -2.5652 -0.526
C -3.4673 0.1480 -2.0192 0.701
N -2.4660 0.1273 -2.8092 -0.350
O -3.3011 0.3344 -0.8482 -0.705
H -5.4947 0.0299 -1.9373 0.254
H -4.7661 -0.5481 -3.3778 0.173
H -2.6768 -0.2626 -3.7167 0.167
H -1.5017 0.3002 -2.5636 0.262
N -2.1988 -4.3338 -2.3089 -0.507
C -1.5542 -3.5171 -1.5856 0.679
N -1.0903 -2.4944 -2.2535 -0.376
O -1.4728 -3.4900 -0.3653 -0.788
H -2.5430 -3.9897 -3.1939 0.193
H -2.9380 -4.8921 -1.9065 0.274
H -0.6440 -1.7248 -1.7752 0.263
H -1.3434 -2.4413 -3.2298 0.158
```

## Properties
Charge: 0
HOMO level in eV: -8.82
SMILES: NC(N)=O.NC(N)=O.NC(N)=O.NC(N)=O.NC(N)=O.NC(N)=O.NC(N)=O
M in g mol⁻¹: 420.392
Multiplicity: 1
LUMO level in eV: -0.42

Energies relative to the most stable structure, in hartree: w 0.0000; x 0.1556.